(1)
{
  "formula": "C19H34IrN2O3P2",
  "method": "ωB97M-V/def2-TZVPD",
  "energy_ha": -1866.3926,
  "s_squared": 8.815,
  "homo_lumo_gap_ev": [5.0, 5.1],
  "spin_multiplicity": 6,
  "symbols": ["Ir", "P", "P", "N", "H", "C", "H", "H", "H", "C", "H", "H", "H", "C", "H", "H", "H", "C", "H", "H", "H", "C", "H", "H", "H", "C", "H", "H", "H", "C", "C", "C", "C", "C", "C", "H", "H", "H", "H", "H", "C", "O", "C", "H", "H", "H", "C", "H", "H", "H", "O", "C", "C", "C", "C", "O", "N", "H", "H", "H", "H"],
  "coordinates": [[0.64, -0.03, 0.47], [-0.82, 0.61, 2.15], [1.27, -0.33, -1.90], [-0.41, -1.44, 0.13], [0.93, -0.13, 2.08], [-2.53, 0.89, 1.71], [-2.94, 1.70, 2.32], [-3.11, -0.02, 1.92], [-2.63, 1.14, 0.66], [-0.23, 1.95, 3.24], [-0.98, 2.18, 4.00], [-0.02, 2.85, 2.64], [0.70, 1.63, 3.73], [-0.92, -0.88, 3.22], [-1.13, -0.57, 4.24], [0.02, -1.44, 3.20], [-1.70, -1.53, 2.83], [-0.11, -0.49, -3.10], [0.27, -0.89, -4.05], [-0.58, 0.49, -3.25], [-0.86, -1.17, -2.69], [2.54, 0.64, -2.77], [2.80, 0.15, -3.71], [3.43, 0.73, -2.14], [2.18, 1.65, -2.98], [1.99, -2.01, -1.94], [2.48, -2.17, -2.90], [1.21, -2.76, -1.79], [2.74, -2.11, -1.15], [-0.86, -2.68, 0.23], [-2.75, -4.21, 0.29], [-2.27, -2.93, 0.13], [0.03, -3.76, 0.47], [-0.45, -5.04, 0.62], [-1.84, -5.25, 0.52], [-3.83, -4.38, 0.25], [-2.89, -2.06, -0.06], [1.08, -3.50, 0.60], [0.25, -5.85, 0.82], [-2.22, -6.26, 0.63], [-1.05, 2.98, -1.30], [-1.61, 1.89, -1.49], [-1.59, 3.91, -0.24], [-0.80, 4.52, 0.21], [-2.05, 3.30, 0.56], [-2.37, 4.53, -0.70], [0.25, 3.33, -2.00], [0.29, 2.78, -2.95], [1.11, 2.99, -1.41], [0.34, 4.40, -2.18], [3.27, 1.86, 0.03], [3.46, 0.84, 0.69], [4.64, 0.52, 1.60], [4.28, -0.77, 2.32], [2.94, -1.18, 1.77], [2.21, -2.09, 2.18], [2.60, -0.26, 0.78], [5.54, 0.40, 0.98], [4.78, 1.35, 2.30], [4.98, -1.59, 2.10], [4.20, -0.63, 3.41]],
  "lowdin_charge": [0.97, 0.59, 0.72, -0.21, -0.02, -0.27, 0.04, 0.04, 0.02, -0.26, 0.05, 0.04, 0.05, -0.24, 0.05, 0.03, 0.04, -0.26, 0.05, 0.02, 0.04, -0.25, 0.05, 0.03, 0.02, -0.26, 0.05, 0.03, 0.03, -0.40, -0.10, -0.05, -0.05, -0.09, -0.09, 0.11, 0.11, 0.09, 0.11, 0.09, -0.48, 0.00, -0.02, 0.08, 0.06, 0.09, -0.03, 0.07, 0.07, 0.08, 0.01, -0.50, -0.09, -0.09, -0.50, 0.00, -0.16, 0.12, 0.12, 0.12, 0.13]
}

=====

(2)
{
  "formula": "C19H34N4O",
  "method": "ωB97M-V/def2-TZVPD",
  "energy_ha": -1038.6042,
  "smiles": "CC(C)=CCN1CCN(Cc2cc(CC(C)C)n[nH]2)C[C@@H]1CCO",
  "homo_lumo_gap_ev": 8.5,
  "relative_energy_kcal_mol": 19.8,
  "symbols": ["C", "C", "C", "C", "N", "C", "H", "H", "C", "N", "C", "H", "C", "C", "H", "H", "C", "O", "H", "H", "H", "H", "H", "C", "C", "C", "C", "N", "N", "H", "C", "H", "H", "C", "C", "H", "H", "H", "C", "H", "H", "H", "H", "H", "H", "H", "H", "H", "H", "H", "H", "C", "H", "H", "H", "H", "H", "H"],
  "coordinates": [[-0.10, -5.62, -0.98], [-1.21, -4.90, -0.28], [-1.68, -3.70, -0.62], [-1.22, -2.82, -1.73], [-1.01, -1.46, -1.23], [0.07, -1.37, -0.26], [-0.02, -2.21, 0.44], [-0.06, -0.44, 0.30], [1.46, -1.39, -0.91], [1.63, -0.38, -1.93], [0.52, -0.35, -2.86], [0.60, 0.55, -3.48], [-0.90, -0.43, -2.26], [-1.43, 0.90, -1.72], [-0.88, 1.22, -0.84], [-1.32, 1.67, -2.49], [-2.91, 0.80, -1.34], [-3.13, 0.00, -0.21], [-2.57, -0.79, -0.33], [-3.30, 1.80, -1.09], [-3.49, 0.42, -2.20], [-1.57, -0.73, -3.08], [0.65, -1.22, -3.53], [2.30, 0.84, -1.58], [1.61, 1.79, -0.66], [1.37, 1.76, 0.70], [0.66, 2.94, 0.99], [0.48, 3.65, -0.11], [1.06, 2.95, -1.09], [1.04, 3.30, -2.04], [0.15, 3.40, 2.31], [-0.47, 2.61, 2.75], [-0.47, 4.28, 2.15], [1.29, 3.74, 3.28], [0.73, 4.07, 4.66], [0.17, 3.23, 5.06], [0.07, 4.93, 4.60], [1.53, 4.30, 5.35], [2.12, 4.91, 2.75], [2.95, 5.13, 3.41], [1.50, 5.80, 2.66], [2.52, 4.67, 1.76], [1.94, 2.86, 3.37], [1.67, 1.00, 1.40], [3.26, 0.55, -1.12], [2.53, 1.37, -2.51], [2.23, -1.26, -0.15], [1.62, -2.37, -1.38], [-2.02, -2.76, -2.48], [-0.33, -3.23, -2.23], [-2.49, -3.28, -0.04], [-1.81, -5.67, 0.86], [-2.15, -6.65, 0.52], [-1.07, -5.83, 1.64], [-2.66, -5.14, 1.29], [0.55, -4.94, -1.53], [0.51, -6.17, -0.26], [-0.51, -6.34, -1.69]],
  "lowdin_charge": [-0.05, -0.35, -0.07, -0.17, -0.16, -0.14, 0.12, 0.11, -0.14, -0.16, -0.12, 0.12, -0.28, -0.13, 0.09, 0.12, -0.27, -0.08, 0.05, 0.12, 0.11, 0.14, 0.12, -0.12, -0.25, 0.00, -0.33, 0.09, 0.02, 0.16, -0.13, 0.12, 0.12, -0.44, -0.09, 0.07, 0.08, 0.07, -0.07, 0.07, 0.08, 0.07, 0.13, 0.11, 0.13, 0.12, 0.12, 0.11, 0.13, 0.10, 0.12, -0.07, 0.08, 0.08, 0.08, 0.06, 0.08, 0.09]
}

=====

Q: Number 1 is which compound?
A: C19H34IrN2O3P2